(1)
{"formula": "C4H12N3", "method": "ωB97M-V/def2-TZVPD", "species": ["C", "C", "C", "C", "N", "N", "N", "H", "H", "H", "H", "H", "H", "H", "H", "H", "H", "H", "H"], "positions_angstrom": [[2.906, -0.692, -0.088], [-1.157, 0.748, -1.298], [-1.496, 0.999, 1.134], [-0.873, -1.183, 0.176], [2.167, 0.496, 0.128], [1.570, 1.388, 0.357], [-0.880, 0.217, 0.074], [2.862, -0.783, -1.204], [2.470, -1.541, 0.425], [3.947, -0.572, 0.240], [-0.556, 0.036, -1.909], [-2.291, 0.762, -1.418], [-0.759, 1.763, -1.415], [-1.291, 2.032, 1.157], [-2.635, 0.996, 1.026], [-1.472, 0.412, 1.947], [-0.340, -1.637, 1.042], [-1.927, -1.695, 0.181], [-0.244, -1.745, -0.554]], "forces_ev_per_angstrom": [[0.9, -0.6, -1.7], [-0.3, -1.3, 1.4], [-3.4, -0.9, -3.3], [-1.0, -3.3, 0.6], [-0.5, 1.4, 1.3], [0.2, -1.1, -0.5], [1.4, 2.6, -1.0], [0.2, -0.4, 0.9], [-0.5, 0.1, 0.0], [-0.3, 0.4, -0.1], [-1.1, 0.7, -0.4], [1.4, -0.2, -0.6], [-0.2, -0.2, 0.1], [1.1, 1.0, 0.3], [0.8, 0.1, -0.5], [1.0, -1.2, 3.7], [-0.6, 1.0, 0.5], [1.6, 0.8, -0.2], [-0.7, 1.0, -0.6]], "max_force_ev_per_a": 4.8, "e_homo_ha": -0.4385, "mol_weight_da": 102.161, "spin_multiplicity": 1, "charge": 1, "lumo_energy_ev": -5.20}


(2)
{"formula": "C2H16O6", "method": "ωB97M-V/def2-TZVPD", "species": ["C", "O", "C", "H", "H", "H", "H", "H", "H", "H", "H", "O", "H", "H", "O", "H", "H", "O", "H", "H", "O", "H", "H", "O"], "positions_angstrom": [[0.446, -2.285, -1.051], [0.953, -3.529, -0.503], [-1.006, -2.195, -1.496], [0.787, -1.505, -0.372], [1.172, -2.268, -1.871], [0.545, -3.735, 0.352], [-1.607, -1.852, -0.658], [-1.073, -1.449, -2.286], [-1.428, -3.057, -2.086], [1.969, 1.530, 0.161], [2.471, 2.525, 1.209], [2.590, 1.622, 0.901], [-2.859, 2.126, -1.024], [-1.817, 3.279, -1.055], [-2.106, 2.483, -1.513], [0.629, 0.820, -0.374], [-0.448, 1.700, -1.136], [0.224, 1.693, -0.434], [1.058, 0.392, 2.523], [1.636, -1.056, 2.729], [0.946, -0.540, 2.310], [-1.115, 1.565, 0.749], [-1.895, 1.213, 2.111], [-1.957, 1.604, 1.240]], "forces_ev_per_angstrom": [[1.9, -1.3, -0.5], [-1.0, -0.2, 0.6], [0.1, -0.3, -0.7], [-0.6, 0.4, 0.2], [-0.6, 0.7, -0.5], [0.0, 0.2, -0.3], [-0.5, -0.4, -0.1], [0.1, 0.6, 0.2], [0.6, 0.3, 1.3], [0.6, 0.6, 0.5], [0.0, 0.1, -0.1], [0.1, -0.2, 0.0], [0.2, 0.2, 0.2], [-0.3, 0.0, 0.2], [0.0, -0.1, -0.5], [-0.7, -0.3, -0.3], [-0.1, -0.2, -0.2], [0.3, -0.1, 0.1], [0.5, -0.2, 0.0], [0.2, 0.3, 0.1], [-0.8, -0.2, -0.3], [0.0, -0.2, 0.6], [0.4, -0.2, 0.0], [-0.6, 0.3, -0.4]], "max_force_ev_per_a": 2.4, "e_homo_ha": -0.3812, "mol_weight_da": 136.144, "spin_multiplicity": 1, "charge": 0, "lumo_energy_ev": 0.40, "smiles": "CCO.O.O.O.O.O"}


(3)
{"formula": "C9H5F9O", "method": "ωB97M-V/def2-TZVPD", "species": ["F", "F", "F", "F", "F", "F", "F", "F", "F", "O", "C", "C", "C", "C", "C", "C", "C", "C", "C", "H", "H", "H", "H", "H"], "positions_angstrom": [[-2.922, -2.680, 0.677], [-3.482, -0.768, 1.461], [-1.847, -1.649, 2.414], [1.188, -2.920, -2.339], [1.228, -0.983, -3.399], [2.777, -1.232, -1.900], [-0.967, 2.546, -1.216], [0.842, 3.234, -0.461], [-0.850, 3.371, 0.792], [-1.196, 0.455, 0.636], [-0.401, -1.577, -0.393], [-1.339, -0.827, 0.378], [0.691, -0.875, -1.078], [0.933, 0.458, -0.713], [-2.412, -1.521, 1.244], [1.502, -1.547, -2.210], [1.103, 1.133, 1.605], [-0.235, 2.556, -0.090], [0.069, 1.149, 0.385], [-0.518, -2.629, -0.416], [1.882, 1.036, -1.070], [0.570, 1.437, 2.521], [1.416, 0.075, 1.722], [1.969, 1.758, 1.450]], "forces_ev_per_angstrom": [[1.5, 1.1, 1.1], [-0.4, 0.6, -0.3], [0.4, -1.6, 1.4], [1.4, 2.5, 0.4], [0.2, -0.6, 0.3], [0.2, -1.5, -0.9], [-0.8, -0.6, 0.2], [1.6, -0.2, 0.4], [-0.2, -1.0, 0.2], [0.5, 2.3, 0.3], [-2.6, 2.8, 1.7], [3.1, -3.8, -2.5], [-0.6, 2.5, 0.9], [0.5, -1.9, -1.4], [-0.6, 0.8, -2.1], [-1.5, 0.6, 1.1], [-2.2, -0.8, 0.3], [-1.1, 1.6, -0.8], [2.6, -1.7, -0.1], [-0.1, -0.7, -0.3], [-2.2, -1.1, 0.5], [0.3, 0.0, -0.2], [-0.1, 0.7, 0.0], [0.0, 0.2, -0.3]], "max_force_ev_per_a": 5.5, "e_homo_ha": -0.3297, "mol_weight_da": 300.120, "spin_multiplicity": 1, "charge": 0, "lumo_energy_ev": -0.43, "smiles": "C[C@@]1(C(F)(F)F)C=C(C(F)(F)F)C=C(C(F)(F)F)O1"}


(4)
{"formula": "C8HCl2F5O3PdS4Sb", "method": "ωB97M-V/def2-TZVPD", "species": ["Pd", "S", "Sb", "S", "S", "S", "Cl", "C", "Cl", "C", "O", "O", "H", "F", "C", "C", "F", "C", "F", "C", "O", "C", "F", "C", "F"], "positions_angstrom": [[0.693, 0.872, -0.044], [2.532, 3.334, 3.383], [0.563, 2.841, 2.356], [0.564, 0.371, 2.154], [0.737, 3.126, -0.294], [-1.076, 3.040, 3.948], [5.324, 2.124, -0.804], [4.543, 0.634, -1.350], [5.248, -0.788, -0.548], [3.047, 0.679, -1.065], [2.255, 0.481, -1.985], [2.690, 0.913, 0.141], [4.706, 0.530, -2.414], [-4.043, -3.870, -0.330], [-3.357, -2.719, -0.309], [-4.022, -1.506, -0.256], [-5.360, -1.494, -0.228], [-3.322, -0.317, -0.231], [-4.001, 0.834, -0.181], [-1.922, -0.280, -0.263], [-1.280, 0.866, -0.234], [-1.295, -1.523, -0.328], [0.065, -1.543, -0.384], [-1.977, -2.722, -0.341], [-1.312, -3.882, -0.390]], "forces_ev_per_angstrom": [[0.2, -0.9, -0.7], [-0.3, 0.1, -0.9], [0.7, 0.3, 2.0], [-0.2, 0.8, -0.8], [-0.4, -0.7, 1.8], [-0.2, 0.3, -1.1], [0.0, 0.0, -0.1], [0.1, 0.0, 0.2], [0.0, 0.0, -0.1], [0.0, 0.0, 0.0], [0.0, 0.1, -0.2], [0.0, -0.1, -0.2], [0.0, 0.0, 0.0], [0.0, 0.0, 0.0], [0.0, -0.1, 0.0], [-0.1, 0.1, 0.0], [0.1, 0.0, 0.0], [-0.1, 0.2, 0.0], [0.0, -0.1, 0.0], [0.1, -0.1, 0.1], [0.0, 0.1, -0.1], [0.1, 0.0, 0.0], [0.0, 0.0, 0.0], [0.0, -0.1, 0.0], [0.0, 0.1, 0.0]], "max_force_ev_per_a": 2.2, "e_homo_ha": -0.1898, "mol_weight_da": 667.437, "spin_multiplicity": 1, "charge": -1, "lumo_energy_ev": -0.50}


The electronic energy results, record by record, are as follows: -323.49539 -537.20089 -1319.95658 -3911.79388 hartree.